Formula: C56H152N10O18
Source: OMol25
Level of theory: ωB97M-V/def2-TZVPD

Computed properties:
- net charge = -1
- gap between HOMO and LUMO (alpha / beta) (eV) = 1.39 / 8.34
- multiplicity = 2
- E_HOMO (alpha / beta) (eV) = 0.36 / -6.60
- largest force on an atom (Eh/bohr) = 0.0665

Cartesian coordinates (Å):
C1 0.09 5.30 -0.72
C2 -0.54 6.47 -1.39
C3 -2.05 6.16 -1.62
O1 -2.63 7.11 -2.49
C4 -4.07 7.12 -2.61
N1 -0.34 7.58 -0.51
H1 1.18 5.37 -0.61
H2 -0.09 4.50 -1.44
H3 -0.39 5.10 0.23
H4 -0.02 6.60 -2.33
H5 -2.49 6.21 -0.63
H6 -2.22 5.20 -2.12
H7 -4.30 6.21 -3.17
H8 -4.36 7.98 -3.21
H9 -4.64 7.00 -1.69
H10 0.62 7.68 -0.20
H11 -0.86 8.38 -0.82
C5 -4.68 -8.18 5.22
C6 -5.01 -6.70 5.52
C7 -4.95 -5.94 4.17
O2 -3.64 -5.82 3.60
C8 -2.76 -4.80 4.28
N2 -6.31 -6.70 6.21
H12 -5.29 -8.80 4.58
H13 -4.74 -8.73 6.16
H14 -3.67 -8.27 4.83
H15 -4.25 -6.34 6.21
H16 -5.42 -4.97 4.33
H17 -5.63 -6.43 3.47
H18 -2.48 -5.15 5.27
H19 -3.10 -3.77 4.35
H20 -1.79 -4.84 3.79
H21 -6.94 -7.17 5.58
H22 -6.28 -7.25 7.05
C9 -7.33 2.94 -5.38
C10 -6.45 3.76 -6.32
C11 -5.04 3.17 -6.60
O3 -4.23 3.04 -5.45
C12 -3.07 2.25 -5.53
N3 -7.27 3.87 -7.54
H23 -7.46 1.89 -5.64
H24 -8.30 3.43 -5.39
H25 -6.97 2.87 -4.36
H26 -6.26 4.75 -5.92
H27 -4.52 3.75 -7.36
H28 -5.19 2.22 -7.11
H29 -2.61 2.26 -6.51
H30 -3.32 1.22 -5.30
H31 -2.30 2.74 -4.93
H32 -8.17 4.29 -7.35
H33 -7.29 3.04 -8.11
C13 -5.28 2.71 1.85
C14 -4.10 2.19 1.16
C15 -3.79 2.88 -0.18
O4 -4.87 3.17 -1.20
C16 -4.46 2.77 -2.52
N4 -2.97 2.26 2.06
H34 -5.54 2.09 2.70
H35 -6.11 2.46 1.18
H36 -5.22 3.79 1.98
H37 -4.30 1.13 0.97
H38 -2.85 2.49 -0.58
H39 -3.45 3.84 0.20
H40 -3.71 3.52 -2.79
H41 -5.23 2.76 -3.29
H42 -3.96 1.81 -2.41
H43 -2.07 2.17 1.61
H44 -2.81 3.16 2.49
C17 3.19 -10.20 5.45
C18 4.03 -9.34 4.49
C19 3.04 -8.50 3.60
O5 3.78 -7.76 2.56
C20 2.96 -6.86 1.86
N5 4.82 -8.37 5.26
H45 3.95 -10.75 6.01
H46 2.44 -10.80 4.93
H47 2.47 -9.73 6.12
H48 4.73 -10.04 4.04
H49 2.43 -7.86 4.23
H50 2.38 -9.17 3.04
H51 3.58 -5.96 1.89
H52 2.03 -6.77 2.43
H53 2.75 -7.02 0.80
H54 5.12 -7.61 4.66
H55 4.21 -7.93 5.93
C21 8.07 2.45 2.55
C22 6.65 1.96 2.00
C23 5.91 0.91 2.89
O6 4.67 0.45 2.45
C24 4.08 -0.69 3.08
N6 5.81 3.14 1.72
H56 8.73 1.59 2.70
H57 7.99 2.82 3.58
H58 8.51 3.02 1.73
H59 6.87 1.54 1.03
H60 5.79 1.38 3.87
H61 6.61 0.09 3.04
H62 4.80 -1.43 2.74
H63 3.05 -0.71 2.73
H64 4.15 -0.67 4.17
H65 4.87 2.85 1.46
H66 5.61 3.59 2.60
C25 -0.65 -3.03 -4.26
C26 -1.21 -3.42 -2.91
C27 -2.45 -2.60 -2.65
O7 -2.92 -2.88 -1.30
C28 -3.75 -1.95 -0.68
N7 -1.58 -4.87 -2.91
H67 0.11 -3.79 -4.46
H68 -0.16 -2.06 -4.20
H69 -1.32 -3.05 -5.12
H70 -0.51 -3.08 -2.15
H71 -3.25 -2.89 -3.34
H72 -2.20 -1.56 -2.85
H73 -3.10 -1.11 -0.44
H74 -4.19 -2.35 0.23
H75 -4.53 -1.68 -1.39
H76 -2.09 -5.05 -2.05
H77 -0.79 -5.46 -2.66
C29 4.92 2.69 -1.90
C30 5.41 4.05 -1.42
O8 6.60 3.94 -0.76
H78 5.78 2.10 -2.25
H79 4.14 2.77 -2.66
H80 4.62 2.12 -1.02
H81 4.70 4.48 -0.72
H82 5.61 4.75 -2.23
H83 6.31 3.62 0.10
C31 2.71 -3.55 -1.25
C32 4.18 -3.08 -1.21
O9 4.10 -1.83 -2.00
H84 2.06 -2.94 -0.61
H85 2.77 -4.57 -0.89
H86 2.26 -3.63 -2.24
H87 4.90 -3.81 -1.60
H88 4.50 -2.89 -0.19
H89 3.33 -1.91 -2.59
C33 2.06 -0.77 -5.02
C34 3.03 0.20 -5.72
O10 2.65 -0.09 -7.05
H90 1.01 -0.62 -5.26
H91 2.14 -0.73 -3.93
H92 2.33 -1.80 -5.24
H93 4.06 -0.12 -5.56
H94 2.86 1.26 -5.55
H95 3.05 -0.91 -7.32
C35 4.52 -4.30 5.69
C36 3.33 -5.08 6.18
O11 3.85 -6.18 6.88
H96 5.10 -4.95 5.04
H97 5.27 -4.03 6.44
H98 4.15 -3.45 5.11
H99 2.70 -5.44 5.37
H100 2.68 -4.41 6.74
H101 3.26 -6.20 7.64
C37 1.56 2.30 3.19
C38 0.94 3.35 2.23
O12 -0.21 2.84 1.71
H102 2.54 2.67 3.50
H103 1.64 1.32 2.72
H104 0.88 2.34 4.04
H105 1.67 3.51 1.43
H106 0.75 4.34 2.63
H107 -0.03 1.97 1.34
C39 -0.07 -4.36 6.42
O13 -0.83 -3.24 6.02
C40 -0.12 -2.06 5.97
C41 -1.01 -0.79 5.89
N8 -1.96 -0.98 4.73
C42 -3.03 -0.01 4.69
C43 -4.13 -0.47 3.70
O14 -4.72 -1.74 4.02
C44 -5.73 -2.08 3.04
H108 0.73 -4.63 5.74
H109 -0.81 -5.15 6.55
H110 0.27 -4.20 7.44
H111 0.60 -2.15 5.16
H112 0.56 -1.77 6.78
H113 -0.31 -0.05 5.52
H114 -1.50 -0.40 6.78
H115 -2.25 -1.95 4.76
H116 -2.64 0.96 4.40
H117 -3.34 0.19 5.72
H118 -3.58 -0.51 2.76
H119 -4.84 0.35 3.66
H120 -6.34 -1.21 2.82
H121 -6.38 -2.86 3.44
H122 -5.37 -2.48 2.10
C45 5.68 4.72 -7.60
O15 4.52 5.45 -7.33
C46 4.46 6.02 -6.04
C47 3.32 6.94 -5.86
N9 2.05 6.23 -5.85
C48 1.05 7.23 -5.50
C49 -0.36 6.76 -5.12
O16 -1.16 6.43 -6.24
C50 -2.45 5.96 -5.94
H123 5.84 3.80 -7.03
H124 6.50 5.42 -7.50
H125 5.44 4.47 -8.63
H126 5.35 6.59 -5.77
H127 4.42 5.19 -5.34
H128 3.49 7.71 -6.61
H129 3.29 7.45 -4.90
H130 1.86 5.88 -6.77
H131 1.04 7.79 -6.43
H132 1.36 7.80 -4.62
H133 -0.86 7.42 -4.42
H134 -0.07 5.89 -4.54
H135 -3.06 6.83 -5.72
H136 -2.43 5.46 -4.97
H137 -2.75 5.47 -6.87
C51 0.80 2.45 -3.51
O17 -0.01 1.48 -2.80
C52 0.64 1.20 -1.53
C53 -0.27 0.41 -0.61
N10 0.23 0.17 0.72
C54 -0.66 -0.64 1.55
C55 -0.34 -2.17 1.57
O18 1.03 -2.30 1.98
C56 1.44 -3.54 2.40
H138 0.69 3.45 -3.09
H139 0.50 2.40 -4.56
H140 1.82 2.09 -3.40
H141 0.84 2.08 -0.93
H142 1.61 0.71 -1.64
H143 -0.46 -0.53 -1.13
H144 -1.29 0.81 -0.65
H145 0.97 -0.51 0.71
H146 -1.74 -0.52 1.42
H147 -0.35 -0.32 2.55
H148 -0.57 -2.73 0.66
H149 -0.95 -2.59 2.37
H150 1.79 -4.07 1.52
H151 0.68 -4.23 2.76
H152 2.27 -3.46 3.10


Formula: C56H154N14O14
Source: OMol25
Level of theory: ωB97M-V/def2-TZVPD

Computed properties:
- relative energy (zero: lowest compared OMol25 entry of this formula, charge and spin) (kJ/mol) = 598.9
- gap between HOMO and LUMO (eV) = 8.50
- E_HOMO (eV) = -8.07
- largest force on an atom (Eh/bohr) = 0.0635

Cartesian coordinates (Å):
C1 4.42 -12.26 -10.02
C2 3.42 -11.10 -9.81
C3 2.16 -11.56 -9.07
O1 1.50 -12.62 -9.73
C4 0.79 -12.29 -10.94
N1 3.99 -10.02 -8.97
H1 4.03 -13.06 -10.66
H2 4.86 -12.65 -9.11
H3 5.30 -11.83 -10.50
H4 3.16 -10.63 -10.76
H5 1.42 -10.77 -8.91
H6 2.40 -12.02 -8.11
H7 1.53 -12.37 -11.73
H8 0.30 -11.32 -10.99
H9 0.06 -13.08 -11.13
H10 3.22 -9.52 -8.57
H11 4.40 -10.52 -8.19
C5 -9.72 -10.55 -4.55
C6 -8.19 -10.52 -4.83
C7 -7.70 -11.97 -5.13
O2 -8.23 -13.01 -4.35
C8 -7.80 -14.31 -4.72
N2 -7.87 -9.52 -5.79
H12 -10.30 -10.92 -5.39
H13 -10.06 -9.54 -4.36
H14 -9.91 -11.15 -3.66
H15 -7.74 -10.28 -3.86
H16 -6.63 -12.06 -4.94
H17 -7.71 -12.16 -6.20
H18 -8.34 -15.11 -4.20
H19 -6.72 -14.42 -4.63
H20 -8.00 -14.43 -5.78
H21 -8.28 -9.86 -6.65
H22 -6.87 -9.58 -5.97
C9 0.21 -4.71 -11.53
C10 0.19 -3.25 -11.18
C11 -0.48 -2.95 -9.86
O3 -1.93 -2.88 -10.01
C12 -2.73 -2.96 -8.77
N3 1.59 -2.84 -11.20
H23 0.74 -5.42 -10.89
H24 0.59 -4.93 -12.53
H25 -0.80 -5.13 -11.55
H26 -0.27 -2.74 -12.02
H27 -0.12 -2.02 -9.43
H28 -0.14 -3.69 -9.14
H29 -3.77 -2.79 -9.05
H30 -2.40 -2.25 -8.01
H31 -2.73 -3.90 -8.22
H32 2.15 -3.45 -10.62
H33 1.91 -3.07 -12.13
C13 1.00 -7.66 -8.39
C14 2.16 -7.60 -7.43
C15 1.93 -6.55 -6.27
O4 2.47 -5.28 -6.68
C16 1.88 -4.19 -5.92
N4 2.22 -8.93 -6.89
H34 0.04 -7.73 -7.88
H35 1.14 -8.48 -9.10
H36 0.95 -6.72 -8.94
H37 3.08 -7.39 -7.98
H38 2.39 -6.81 -5.32
H39 0.86 -6.43 -6.10
H40 2.11 -4.22 -4.86
H41 0.79 -4.22 -6.02
H42 2.16 -3.24 -6.38
H43 1.34 -9.17 -6.45
H44 2.86 -8.77 -6.13
C17 -8.04 -6.67 -2.69
C18 -7.31 -6.01 -3.83
C19 -5.83 -6.39 -3.97
O5 -5.21 -6.12 -2.76
C20 -3.94 -6.76 -2.49
N5 -8.04 -6.34 -5.02
H45 -7.81 -7.73 -2.68
H46 -9.11 -6.48 -2.75
H47 -7.72 -6.29 -1.72
H48 -7.34 -4.94 -3.63
H49 -5.37 -5.86 -4.80
H50 -5.68 -7.46 -4.09
H51 -4.03 -7.85 -2.56
H52 -3.55 -6.75 -1.47
H53 -3.13 -6.41 -3.13
H54 -8.99 -6.00 -4.99
H55 -8.12 -7.35 -5.12
C21 -3.25 -13.59 -13.00
C22 -3.38 -15.15 -13.20
C23 -2.25 -15.99 -12.57
O6 -2.35 -17.36 -12.96
C24 -1.18 -18.14 -12.71
N6 -4.61 -15.63 -12.63
H56 -3.18 -13.38 -11.93
H57 -4.20 -13.24 -13.39
H58 -2.45 -13.12 -13.57
H59 -3.45 -15.52 -14.22
H60 -2.30 -15.95 -11.48
H61 -1.25 -15.60 -12.76
H62 -0.96 -18.12 -11.64
H63 -0.29 -17.81 -13.24
H64 -1.49 -19.11 -13.09
H65 -4.69 -16.63 -12.74
H66 -5.50 -15.44 -13.07
C25 -5.49 -13.42 -9.93
C26 -4.43 -14.33 -9.28
C27 -4.53 -14.41 -7.67
O7 -3.84 -13.25 -7.12
C28 -3.60 -13.21 -5.71
N7 -4.51 -15.67 -9.79
H67 -6.48 -13.86 -9.83
H68 -5.35 -13.42 -11.02
H69 -5.52 -12.37 -9.65
H70 -3.45 -13.96 -9.58
H71 -3.99 -15.29 -7.33
H72 -5.56 -14.55 -7.35
H73 -2.90 -12.47 -5.32
H74 -3.29 -14.21 -5.39
H75 -4.54 -13.05 -5.18
H76 -5.46 -15.96 -9.60
H77 -4.47 -15.63 -10.80
C29 2.15 -10.02 -1.84
C30 2.76 -8.78 -2.56
C31 1.98 -7.47 -2.36
O8 0.71 -7.52 -3.00
C32 -0.08 -6.48 -2.48
N8 4.13 -8.71 -1.97
H78 1.09 -10.20 -2.04
H79 2.46 -10.07 -0.80
H80 2.59 -10.95 -2.19
H81 2.90 -8.98 -3.63
H82 2.51 -6.68 -2.89
H83 1.98 -7.17 -1.31
H84 0.25 -5.44 -2.51
H85 -0.38 -6.70 -1.45
H86 -1.00 -6.40 -3.06
H87 3.95 -8.71 -0.97
H88 4.46 -7.78 -2.17
C33 -1.39 -10.48 -3.76
C34 -0.12 -10.47 -4.69
C35 -0.13 -11.43 -5.87
O9 -0.40 -12.71 -5.49
C36 -0.33 -13.64 -6.60
N9 0.01 -9.09 -5.20
H89 -1.56 -11.53 -3.50
H90 -2.19 -10.10 -4.38
H91 -1.22 -9.89 -2.86
H92 0.77 -10.71 -4.11
H93 0.84 -11.32 -6.36
H94 -0.89 -11.11 -6.57
H95 -1.00 -14.46 -6.33
H96 0.70 -14.00 -6.57
H97 -0.47 -13.24 -7.60
H98 -0.87 -8.79 -5.58
H99 0.21 -8.40 -4.49
C37 -3.18 -10.10 -8.45
C38 -3.69 -9.97 -7.01
C39 -3.59 -8.47 -6.48
O10 -2.21 -8.06 -6.42
C40 -2.21 -6.70 -6.15
N10 -5.08 -10.40 -7.03
H100 -3.67 -9.39 -9.12
H101 -3.36 -11.12 -8.76
H102 -2.12 -9.87 -8.39
H103 -3.20 -10.68 -6.34
H104 -4.09 -8.36 -5.51
H105 -4.12 -7.78 -7.14
H106 -2.79 -6.09 -6.85
H107 -1.20 -6.29 -6.14
H108 -2.56 -6.47 -5.14
H109 -5.13 -11.35 -7.37
H110 -5.58 -9.89 -7.74
C41 -3.49 -9.59 -13.04
C42 -3.49 -8.10 -13.52
C43 -2.91 -7.14 -12.38
O11 -3.85 -7.00 -11.27
C44 -3.56 -6.03 -10.29
N11 -2.57 -8.04 -14.64
H111 -3.60 -10.32 -13.84
H112 -4.03 -9.80 -12.12
H113 -2.48 -9.74 -12.65
H114 -4.45 -7.64 -13.75
H115 -2.77 -6.12 -12.72
H116 -2.01 -7.55 -11.91
H117 -3.70 -5.04 -10.71
H118 -2.51 -6.11 -10.00
H119 -4.20 -5.96 -9.40
H120 -2.61 -7.19 -15.17
H121 -2.92 -8.73 -15.29
C45 -6.00 -3.99 -7.27
C46 -6.75 -2.92 -6.53
C47 -6.74 -1.54 -7.24
O12 -5.35 -1.14 -7.35
C48 -5.18 0.21 -6.85
N12 -8.11 -3.39 -6.37
H122 -6.16 -4.08 -8.35
H123 -6.25 -5.00 -6.95
H124 -4.94 -3.88 -7.06
H125 -6.29 -2.89 -5.55
H126 -7.25 -0.91 -6.51
H127 -7.26 -1.57 -8.19
H128 -4.13 0.46 -7.03
H129 -5.46 0.39 -5.82
H130 -5.76 0.88 -7.48
H131 -8.10 -4.30 -5.93
H132 -8.58 -2.82 -5.68
C49 -7.12 -7.22 -9.23
C50 -8.55 -7.46 -9.45
C51 -8.81 -8.98 -9.80
O13 -8.25 -9.82 -8.79
C52 -8.37 -11.21 -9.08
N13 -9.23 -7.18 -8.21
H133 -6.53 -7.32 -10.15
H134 -6.59 -7.88 -8.54
H135 -7.01 -6.15 -9.07
H136 -8.95 -6.83 -10.24
H137 -8.31 -9.18 -10.75
H138 -9.88 -9.19 -9.87
H139 -7.94 -11.47 -10.05
H140 -9.45 -11.35 -9.10
H141 -7.96 -11.81 -8.26
H142 -8.64 -7.34 -7.40
H143 -9.85 -7.96 -8.05
C53 -6.55 -9.47 -0.94
C54 -5.46 -10.16 -0.10
C55 -4.78 -11.33 -0.89
O14 -3.76 -11.94 -0.12
C56 -3.44 -13.23 -0.56
N14 -4.39 -9.21 0.21
H144 -6.13 -8.80 -1.69
H145 -7.10 -8.81 -0.27
H146 -7.33 -10.15 -1.29
H147 -5.85 -10.60 0.81
H148 -4.57 -10.86 -1.85
H149 -5.57 -12.05 -1.10
H150 -4.25 -13.91 -0.27
H151 -2.50 -13.53 -0.10
H152 -3.32 -13.35 -1.64
H153 -4.11 -8.82 -0.67
H154 -3.68 -9.89 0.41


no.,E (a.u.)
1,-4126.1094
2,-4045.5268